Entry from the OMol25 dataset: a structure of composition C27H44BrFeN3OP2 at a distorted geometry (ωB97M-V with the def2-TZVPD basis set).

Geometry as XYZ:
```
79
Properties=species:S:1:pos:R:3:forces:R:3
C -0.80674 7.12937 -3.67493 0.166 -1.513 1.062
C -0.98341 5.75813 -3.92973 0.053 -0.708 0.487
C -1.29359 5.36681 -5.24371 0.184 -0.848 1.650
C -1.41089 6.35319 -6.23342 -0.040 1.517 -0.550
N -1.23883 7.64593 -5.97194 -0.022 0.596 -0.346
C -0.94533 8.03718 -4.73503 -0.286 0.501 -1.853
C -0.85389 4.78130 -2.87785 0.058 -0.738 0.833
C -0.76054 3.95137 -1.98548 -0.277 1.430 -1.578
C -0.64237 2.98655 -0.94988 0.179 -0.950 0.605
C 0.42108 3.05404 -0.04407 0.026 -0.284 0.498
C 0.58698 2.06807 0.94098 0.622 0.441 -0.273
C -0.24955 0.95679 0.97844 -0.009 -0.421 0.767
C -1.38891 0.94628 0.17850 -0.105 -0.089 -0.521
C -1.55569 1.92967 -0.81465 -0.151 -0.154 0.184
Fe -0.02642 -0.63639 2.40945 -0.843 2.051 1.128
P 1.89018 -1.29875 1.47533 -0.300 0.181 -0.189
H -1.44297 4.32123 -5.50201 0.067 0.152 0.149
H -0.56635 7.49444 -2.67933 -0.069 -0.169 -0.118
H -1.65089 6.07179 -7.26046 0.098 0.173 0.179
H -0.81164 9.10668 -4.56107 -0.091 -0.214 -0.141
H -2.39194 1.87995 -1.50546 -0.031 -0.060 0.221
H 1.12657 3.87363 -0.11316 -0.056 -0.005 0.116
H -2.15777 0.17682 0.32653 0.327 0.230 -0.410
H 1.38016 2.21158 1.68630 -0.302 -0.250 -0.455
C 2.09906 -2.88123 2.31468 0.061 -0.409 0.325
C 3.06875 -3.85534 1.65512 0.398 -0.403 -0.186
H 1.09717 -3.33259 2.37759 0.310 0.117 0.057
H 2.40950 -2.66422 3.35016 -0.199 0.050 -0.297
H 3.27946 -4.65909 2.37164 -0.048 0.122 -0.236
H 2.64603 -4.31974 0.75563 0.062 0.156 0.198
H 4.03043 -3.40221 1.38646 -0.263 -0.102 0.084
C 1.63101 -1.50995 -0.30126 -0.134 -0.165 -0.366
C 2.68091 -0.84234 -1.17170 0.257 0.099 -0.290
H 0.64612 -1.07083 -0.48949 0.157 -0.120 -0.135
H 1.54605 -2.57567 -0.53711 0.063 0.066 0.155
H 2.44013 -1.00128 -2.22600 0.058 -0.001 0.128
H 2.72038 0.23519 -1.00334 -0.035 -0.026 -0.019
H 3.67771 -1.24832 -0.98569 -0.096 0.017 -0.107
C 3.22503 -0.15591 1.87182 0.161 0.290 0.116
C 4.60703 -0.79990 1.85548 0.502 -0.032 -0.024
H 2.98898 0.24991 2.86712 0.015 -0.133 -0.260
H 3.18304 0.68936 1.17065 -0.113 -0.256 0.141
H 5.36161 -0.01943 2.00319 -0.101 -0.184 -0.017
H 4.73256 -1.53484 2.65567 -0.071 0.124 -0.084
H 4.82937 -1.29984 0.90632 -0.026 0.161 0.173
Br -0.71491 -1.96430 4.26843 0.106 0.243 -0.793
P -2.84729 -3.83591 -1.70147 0.034 0.177 0.112
C -0.99794 -3.89192 -1.58068 0.131 -0.069 -0.144
C -0.42316 -5.30076 -1.73580 0.220 -0.103 0.090
H -0.68721 -3.46461 -0.61736 -0.004 0.100 -0.121
H -0.60320 -3.24830 -2.37765 -0.067 -0.044 0.089
H 0.64380 -5.25200 -1.99272 -0.190 -0.117 0.087
H -0.51874 -5.87101 -0.80528 -0.025 0.023 -0.157
H -0.93519 -5.86693 -2.52177 0.108 0.164 0.111
C -3.29489 -3.50648 0.06395 -0.046 -0.262 0.065
C -4.70155 -4.00805 0.40198 -0.069 -0.048 0.250
H -3.22413 -2.43566 0.29680 0.209 -0.098 -0.016
H -2.55300 -4.03680 0.66978 -0.082 0.021 0.063
H -4.78140 -4.18711 1.48006 -0.151 0.088 -0.176
H -5.47283 -3.28462 0.11587 0.123 -0.124 0.013
H -4.92282 -4.94854 -0.11117 0.051 0.106 0.094
C -3.04486 -2.11712 -2.34438 -0.208 0.012 -0.224
C -3.30343 -2.07834 -3.85167 -0.014 0.284 -0.129
H -2.15285 -1.52535 -2.09690 -0.173 0.046 0.110
H -3.90379 -1.68533 -1.81582 0.115 -0.035 -0.053
H -3.77524 -1.12275 -4.11419 0.126 -0.201 -0.138
H -2.37105 -2.16271 -4.42137 -0.155 -0.054 0.053
H -3.96812 -2.88899 -4.17286 0.109 0.198 0.105
C 2.59659 2.45871 5.40505 0.414 0.092 -0.437
N 1.22739 2.11841 5.70949 -0.968 -0.393 -0.087
C 0.41923 1.47341 4.83608 0.120 0.072 -0.546
N -0.91522 1.32696 5.16098 1.341 0.358 0.308
O 0.88230 1.09206 3.72421 -0.814 -0.675 0.355
H 2.83971 2.03507 4.42339 -0.087 0.145 0.339
H 3.29367 2.04289 6.13517 -0.159 0.076 0.026
H 2.72366 3.54352 5.34309 0.026 -0.140 0.102
H 0.81842 2.42002 6.58255 0.217 0.033 -0.112
H -1.35925 0.51017 4.76074 0.002 0.080 0.197
H -1.10029 1.49497 6.14313 -0.395 -0.196 -0.239
```
Positions in Å, forces in eV/Å.

- <S²> = 6.32
- spin multiplicity = 5
- charge = +2

Results of the Löwdin charge analysis, in e, for atoms 1 through 6:
1 C 0.115
2 C -0.167
3 C 0.107
4 C 0.007
5 N 0.124
6 C 0.007

=====

Entry from the OMol25 dataset: a cluster of 15 separate species, C27H44Cl42N3O in total at a distorted geometry (ωB97M-V with the def2-TZVPD basis set).

Geometry as XYZ:
```
117
Properties=species:S:1:pos:R:3:forces:R:3
C -3.13335 7.11993 5.14230 0.091 0.627 -0.195
O -3.51553 7.40876 3.80083 -0.072 -0.538 0.325
C -4.31456 6.41267 3.18100 -0.283 0.094 -0.729
C -3.50609 5.63937 2.12681 0.379 0.446 0.184
C -2.20589 5.03404 2.67889 -0.272 -0.158 0.035
C -2.43504 3.77889 3.55006 -0.426 -0.102 -0.026
C -2.09557 2.46123 2.83541 0.411 -0.025 0.293
C -0.62418 2.38270 2.36617 0.024 -0.633 -0.323
C -0.46923 1.83980 0.91930 -0.297 0.580 0.190
C 0.71585 2.44899 0.15356 0.038 -0.284 0.109
C 2.02341 2.54757 0.98356 0.134 -0.052 -0.526
C 3.29626 2.06517 0.22729 -0.277 0.115 0.221
C 4.31788 3.19885 0.08826 -1.141 -0.388 -0.267
N 4.70562 3.78839 1.42078 3.526 0.887 -2.245
C 6.02670 3.73654 1.76970 -1.242 0.950 1.125
N 6.44659 4.68691 2.72760 0.040 -1.277 -1.418
N 6.92185 2.81311 1.29830 -0.545 -0.298 0.213
H -3.70996 7.75953 5.82251 -0.027 -0.270 0.028
H -2.08032 7.40696 5.25335 -0.120 -0.224 0.036
H -3.27157 6.06523 5.40056 0.058 0.121 -0.025
H -4.80968 5.74958 3.90215 0.261 0.093 0.105
H -5.11673 6.94146 2.64734 0.053 -0.108 0.173
H -3.23083 6.38127 1.36454 -0.102 -0.193 0.019
H -4.13698 4.88511 1.64127 0.053 0.033 0.105
H -1.54744 4.79667 1.83281 -0.082 0.013 0.159
H -1.70071 5.81288 3.25921 0.002 -0.080 -0.134
H -3.50402 3.72293 3.80648 0.189 0.099 0.074
H -1.91366 3.86277 4.51314 0.104 -0.116 -0.252
H -2.26923 1.60825 3.50515 -0.190 0.246 -0.058
H -2.78795 2.32113 1.99552 0.190 0.122 0.004
H -0.08110 1.68200 3.01560 -0.063 0.318 0.097
H -0.11454 3.34775 2.46498 -0.200 -0.027 -0.052
H -1.38659 2.09088 0.37319 0.149 -0.120 -0.058
H -0.42305 0.74380 0.94778 0.148 0.163 -0.088
H 0.45313 3.45779 -0.19650 -0.068 -0.237 0.085
H 0.87704 1.84959 -0.74974 0.046 0.058 0.061
H 2.14705 3.61353 1.21709 0.046 -0.246 0.337
H 1.92812 1.99789 1.92259 0.010 0.139 -0.075
H 2.99081 1.75554 -0.77900 0.301 0.067 0.067
H 3.73704 1.18726 0.71219 -0.032 0.179 -0.146
H 3.78663 4.00052 -0.44286 0.251 0.014 0.186
H 5.17616 2.92612 -0.52550 0.163 -0.067 0.420
H 4.46628 4.78272 1.37645 -0.761 -0.262 1.249
H 6.67125 5.59905 2.33604 -0.454 0.174 0.319
H 7.25484 4.30056 3.20823 0.143 0.323 -0.202
H 7.50342 3.10760 0.52661 0.335 -0.023 0.155
H 7.07850 1.90022 1.69901 -0.312 -0.055 -0.146
C 9.88195 0.83339 -0.89244 -0.019 -0.026 0.121
Cl 8.79781 -0.44841 -0.34652 0.003 0.005 -0.005
Cl 9.00287 2.01205 -1.86469 -0.272 0.031 0.099
Cl 10.66213 1.61798 0.48210 -0.022 0.025 -0.013
H 10.65067 0.39088 -1.51317 -0.007 0.014 -0.029
C 11.13983 5.76086 -0.84960 0.203 -0.095 -0.039
Cl 12.33243 5.04380 0.22569 -0.041 0.035 -0.002
Cl 11.41461 5.26591 -2.51573 -0.115 0.369 0.184
Cl 9.49492 5.32880 -0.33593 -0.104 0.098 0.051
H 11.23338 6.83740 -0.79328 -0.065 0.000 0.015
C -5.12320 0.18361 -2.40435 -0.162 0.037 -0.010
Cl -5.64441 -1.31475 -1.64277 0.116 0.065 -0.078
Cl -5.36135 1.55069 -1.31384 0.021 0.057 0.016
Cl -3.44728 0.10878 -2.95394 -0.008 -0.155 0.053
H -5.74218 0.34223 -3.27763 0.005 0.032 0.007
C -2.55995 -4.21083 -1.34923 -0.024 0.021 -0.007
Cl -2.70535 -4.11487 -3.10073 0.097 0.015 0.139
Cl -1.55995 -2.90000 -0.70127 -0.110 -0.055 -0.116
Cl -4.15752 -4.21914 -0.60743 0.164 -0.112 0.024
H -2.07183 -5.14298 -1.09656 0.012 0.003 -0.032
C 4.56663 0.13642 4.24163 0.031 -0.344 -0.050
Cl 4.61840 1.61495 3.26283 -0.082 -0.088 0.408
Cl 3.32825 -0.94161 3.61823 -0.033 0.161 0.143
Cl 6.14339 -0.65393 4.23740 0.015 0.073 0.019
H 4.32321 0.41240 5.25951 -0.003 0.042 -0.018
C 2.48862 -3.18122 0.21855 -0.010 0.151 -0.222
Cl 4.08042 -2.96406 0.96276 -0.100 0.177 -0.138
Cl 1.20173 -2.46277 1.18305 0.160 0.068 0.236
Cl 2.46941 -2.50973 -1.41270 0.028 -0.009 -0.017
H 2.29876 -4.24320 0.14973 0.003 -0.019 -0.006
C 1.09142 2.02367 -4.33768 -0.081 -0.010 -0.071
Cl 1.12113 3.78028 -4.52677 0.029 -0.003 0.039
Cl -0.45745 1.49349 -3.68286 0.068 0.036 0.041
Cl 1.43829 1.22153 -5.86697 0.017 0.007 0.038
H 1.86673 1.75390 -3.63309 0.001 -0.024 0.007
C 12.14418 1.07458 -4.51676 0.134 0.017 0.024
Cl 13.79912 0.52538 -4.27841 -0.038 0.011 -0.006
Cl 10.99782 -0.22424 -4.15717 -0.029 0.024 -0.010
Cl 11.81182 2.50961 -3.53564 0.216 -0.438 -0.282
H 12.02221 1.34427 -5.55764 -0.022 -0.001 0.007
C 3.17701 -7.62693 1.78828 -0.113 -0.039 -0.095
Cl 3.68232 -5.95471 1.50206 0.087 -0.332 0.167
Cl 1.53618 -7.67514 2.43173 0.031 0.007 0.013
Cl 3.30112 -8.57651 0.30957 0.018 0.014 0.031
H 3.84302 -8.05670 2.52483 0.006 0.023 0.001
C -4.61839 -5.76918 -6.51306 0.110 -0.035 0.045
Cl -4.06685 -6.99703 -5.37404 -0.020 0.019 0.002
Cl -3.96752 -4.18535 -6.07560 -0.068 0.050 -0.179
Cl -4.18282 -6.19833 -8.16522 0.096 0.155 -0.019
H -5.69613 -5.71411 -6.45530 -0.029 -0.021 0.012
C -8.46949 -4.58365 -0.21123 0.032 0.179 -0.058
Cl -7.01139 -4.08924 0.66608 -0.190 0.137 -0.076
Cl -9.94096 -4.09551 0.62387 0.063 0.028 -0.008
Cl -8.45036 -3.91768 -1.84600 0.028 -0.070 -0.050
H -8.46195 -5.66111 -0.28753 0.007 -0.015 0.023
C -7.72812 -8.74674 -7.36011 0.048 -0.193 -0.008
Cl -8.45978 -10.17450 -6.63066 -0.014 0.019 -0.015
Cl -7.93039 -7.34745 -6.29618 0.023 0.039 -0.004
Cl -6.02906 -9.03508 -7.73935 -0.212 -0.023 0.055
H -8.24790 -8.53817 -8.28575 0.002 0.027 0.010
C -9.19116 -5.89648 4.57667 -0.027 -0.032 -0.062
Cl -9.37306 -7.64475 4.42415 0.013 0.013 0.018
Cl -8.10280 -5.27091 3.33589 -0.052 -0.118 0.267
Cl -10.76102 -5.09498 4.48982 0.024 0.006 0.014
H -8.75896 -5.68575 5.54585 -0.007 -0.003 -0.002
C -11.38331 -6.98028 -1.85095 -0.016 -0.010 -0.071
Cl -10.27983 -7.47717 -0.56210 -0.056 -0.146 0.022
Cl -10.69272 -7.34188 -3.43319 0.016 0.028 0.014
Cl -12.95358 -7.75276 -1.65594 0.024 0.028 0.010
H -11.51988 -5.90851 -1.77767 0.018 -0.002 0.016
```
Positions in Å, forces in eV/Å.

- charge = +1

Results of the Löwdin charge analysis, in e, for atoms 1 through 6:
1 C -0.105
2 O -0.196
3 C -0.239
4 C -0.174
5 C -0.199
6 C -0.207

=====

no.,calculated total energy (eV)
1,-158220.345
2,-561163.940